No. 1
Density functional theory data (ωB97M-V/def2-TZVPD) for a molecular structure, C33H32Ge2N4Ru.

Structure (XYZ):
```
72
Properties=species:S:1:pos:R:3:forces:R:3:mulliken_spin:R:1
H -2.783418 -5.072750 1.807292 0.00 0.00 0.00 0.000
C 2.116897 0.449193 4.730647 0.00 0.01 0.00 0.000
H 1.788133 3.019681 1.840682 0.00 0.00 0.00 -0.001
N -2.731303 0.354944 0.649069 0.19 0.13 -0.04 -0.020
H 1.231647 2.682183 -3.632152 -0.01 0.00 0.00 0.000
Ru -1.250515 -0.973634 0.319691 -0.60 -0.36 -0.23 0.971
C -1.931955 -4.422217 1.951599 -0.05 -0.03 -0.04 -0.016
H 3.480493 -0.171088 1.163499 0.00 0.01 0.00 0.000
H 2.804299 -1.062551 -1.461127 -0.02 0.02 -0.01 0.000
H -0.880200 -3.709735 -5.730869 0.00 0.00 0.00 0.000
C 1.559189 1.647276 -3.583178 -0.03 -0.05 0.01 0.001
Ge 0.452192 0.516094 0.936383 -0.11 0.00 0.37 -0.017
C 3.743408 2.874417 -1.408318 0.04 0.00 -0.02 0.000
C 3.087002 0.014847 2.157670 0.00 0.01 -0.03 -0.007
H -2.990947 -2.437064 -5.816432 0.00 0.00 0.00 0.000
C 3.456624 0.143089 4.530491 0.00 0.00 0.01 -0.001
C 1.741245 0.324271 2.351958 0.00 -0.03 -0.03 0.014
C -0.395838 4.008547 -1.211794 0.03 0.02 -0.01 0.000
C -2.738472 -1.572016 -3.881520 0.00 0.02 0.00 -0.004
N -2.228552 -0.754138 -1.617516 0.22 0.05 0.27 0.014
C 0.445204 2.314353 0.298432 0.23 -0.06 -0.29 -0.012
C -2.998544 0.967060 1.811700 -0.08 -0.08 0.03 -0.002
Ge 2.845788 1.385299 -2.190377 0.15 0.25 -0.22 0.000
H 4.227689 2.619025 -0.467956 -0.02 0.00 0.01 0.000
H 1.180225 -2.131615 2.542085 0.00 0.00 0.00 -0.009
C -3.533101 0.593901 -0.421106 0.01 -0.01 0.01 0.022
C -0.704514 -2.218887 -2.711181 -0.02 0.03 0.03 0.019
H -0.071751 -2.149341 -1.827748 0.01 -0.02 0.00 0.017
C -0.831058 -4.861300 2.686955 0.01 0.02 0.00 0.038
C 1.098240 4.621198 0.595948 0.01 0.02 -0.02 0.000
H -0.899483 1.932461 -1.354977 -0.01 0.00 0.00 -0.001
H -5.228483 1.585852 -1.225209 0.00 0.01 0.00 -0.001
C -4.895927 2.065899 0.865742 0.00 0.00 0.00 0.009
C -0.835807 -6.187317 3.232990 0.00 -0.01 0.00 -0.005
C -0.335964 2.685562 -0.812064 0.00 0.00 0.04 0.005
H 3.076240 3.725774 -1.293406 -0.02 0.01 0.00 0.000
H 3.735570 -0.790575 -2.924561 0.01 -0.01 0.01 0.000
C 0.285832 -4.036719 2.898046 0.00 0.00 0.00 0.001
H -2.783452 -2.792610 0.872794 0.00 0.01 -0.01 -0.002
H 4.525027 3.150240 -2.129023 0.00 0.01 0.01 0.000
H -0.998666 4.300122 -2.062050 0.00 0.00 0.00 0.000
N -3.260758 -0.051461 -1.636042 0.01 0.03 -0.04 -0.028
C -4.618243 1.440961 -0.344645 -0.02 -0.01 -0.01 0.004
N -0.836545 -7.251820 3.663155 0.00 0.00 0.00 0.023
H 2.065969 1.381124 -4.517714 0.00 0.02 -0.01 0.000
H 4.985589 -0.317242 3.098320 0.00 -0.01 0.00 0.000
C -0.333812 -3.013795 -3.778593 0.00 -0.01 -0.02 0.005
H 1.118241 -4.415213 3.476128 0.00 -0.01 -0.01 0.000
C -4.076903 1.821585 1.957174 0.00 -0.02 -0.01 -0.007
H -4.263131 2.283218 2.916476 0.00 0.00 0.00 0.000
C 0.318323 4.972938 -0.502830 0.00 0.01 0.01 -0.001
H 4.442217 -0.373262 -1.339417 0.00 -0.01 0.00 0.000
H 1.741654 0.618295 5.730994 0.00 0.00 0.00 0.000
H 0.211198 0.770839 3.825349 0.00 -0.01 0.00 -0.001
H 0.706671 0.975289 -3.478092 0.01 -0.01 0.01 -0.001
H -3.671024 -1.026378 -3.899801 0.00 0.00 0.00 0.000
C -1.905370 -3.140203 1.432176 0.13 0.00 0.10 0.022
H 0.263871 6.010077 -0.808477 -0.01 0.00 0.00 0.000
H 1.640728 5.383180 1.139862 0.00 0.00 0.00 0.000
C -0.786721 -2.310832 1.638701 0.04 0.16 -0.06 0.029
C -2.354728 -2.364383 -4.945228 0.00 0.00 0.00 -0.001
H 4.124986 0.072718 5.378025 0.00 0.00 0.00 0.000
C -1.901862 -1.502184 -2.764990 0.02 -0.03 -0.02 -0.028
C 0.319548 -2.763392 2.372227 -0.03 -0.02 0.03 -0.040
H 0.582256 -3.587153 -3.745658 0.00 0.00 0.00 0.000
C 1.256151 0.535295 3.645115 0.04 -0.03 0.02 0.008
C 1.178463 3.296158 0.988249 -0.05 -0.02 0.01 -0.005
C -1.161574 -3.083052 -4.895017 0.01 0.00 0.01 0.003
H -2.342609 0.735730 2.640213 0.01 0.02 0.00 -0.003
H -5.744814 2.730969 0.953541 0.00 0.00 0.00 0.000
C 3.527436 -0.390413 -1.928064 -0.08 -0.02 0.11 0.001
C 3.941800 -0.075322 3.247755 0.00 0.00 -0.02 0.001
```
Forces are in eV/Å.

The spin multiplicity is 2. Its net charge is +3. The calculation puts the frontier orbital gap (alpha / beta) at 6.55 / 6.43 eV. For the relative energy (zero: lowest compared OMol25 entry of this formula, charge and spin), the calculation gives 2.7 kcal per mole.



No. 2
Density functional theory data (ωB97M-V/def2-TZVPD) for a molecular structure, C33H32N2O2PTl.

Structure (XYZ):
```
71
Properties=species:S:1:pos:R:3:forces:R:3:mulliken_charge:R:1
N 0.179942 2.366428 0.602842 0.01 -0.02 -0.04 -0.287
C -0.697239 -3.524197 -3.582671 0.01 0.01 -0.02 -1.510
C -1.106276 0.167076 -2.021654 0.01 0.00 -0.01 -0.010
H -1.640298 7.246102 0.418988 0.00 -0.02 -0.03 0.320
H -2.476540 -0.869051 -0.725677 0.00 -0.02 0.00 0.416
H 1.468872 -4.531730 -1.443995 -0.01 -0.01 0.00 0.428
C 1.157403 0.292681 3.932880 -0.03 0.00 0.06 -0.194
C 2.174259 -2.501605 -1.511685 0.09 0.00 0.00 0.915
C -0.632509 -3.176524 -1.049675 -0.01 0.07 0.04 0.539
H -2.540473 -5.308440 -2.833704 -0.01 -0.02 -0.03 0.489
C -0.181390 2.628734 4.252785 0.00 -0.10 0.00 -0.521
C 0.925546 0.746109 5.213702 -0.02 0.05 -0.03 -1.057
H 0.302828 2.578048 -1.445492 0.02 0.03 0.01 0.573
C 4.760860 -3.669522 -1.356964 -0.04 0.00 -0.01 -0.812
H 0.367323 -3.291604 -3.630217 0.00 -0.02 0.00 0.177
C 3.364687 -1.681564 -1.505473 -0.01 -0.17 -0.01 1.765
C 3.595830 -4.458044 -1.410093 0.05 0.03 0.01 -0.715
H -1.240746 -2.673520 -3.998396 0.01 0.02 0.00 0.245
C 0.016273 -0.610848 -2.344757 0.08 -0.05 0.02 1.672
H -0.669704 -2.995419 1.091776 0.01 0.01 0.02 0.447
C 3.344233 -0.306935 -1.621851 -0.07 0.02 -0.02 -1.547
H -1.175350 -0.065646 0.137057 -0.08 -0.02 -0.02 0.257
N 0.745813 0.951005 2.845389 0.09 -0.04 -0.06 -0.311
H -0.358853 1.699163 7.412414 0.00 0.01 -0.04 0.370
H 2.503414 0.222629 -2.041075 -0.08 0.02 0.02 0.413
C -1.662533 4.438668 0.572911 0.00 -0.02 -0.01 1.009
C 0.077202 2.103675 2.996282 -0.03 0.02 0.01 0.182
H 4.268624 0.248873 -1.536400 0.04 0.04 0.06 0.377
H -1.303237 1.956975 -4.903918 -0.02 0.03 -0.03 0.461
C -1.151419 -3.823827 -2.182709 -0.02 -0.04 0.01 1.152
O -2.126821 6.672272 -0.182157 -0.01 0.06 -0.02 -0.500
C -1.295748 3.824524 1.761743 0.01 -0.09 -0.02 -0.441
C 0.186741 0.466871 -4.500479 0.01 0.00 0.03 -0.826
P 0.567744 -1.838749 -1.128011 -0.05 0.11 0.02 0.487
C -1.848000 0.023721 -0.722210 -0.03 -0.05 0.02 -1.812
C -0.925761 1.239431 -4.189494 0.01 -0.02 0.02 -0.939
C -2.575969 -5.117683 -0.705253 0.02 0.01 0.01 -0.704
C -0.165776 2.957966 -0.545417 0.05 0.07 0.03 -0.472
H 5.730791 -4.140890 -1.300469 0.03 -0.01 -0.01 0.433
H -2.431200 1.680807 -2.738466 -0.05 0.03 0.01 0.529
H -0.880497 -4.380054 -4.229094 -0.01 0.00 -0.01 0.538
C -1.559403 1.083079 -2.968721 -0.01 -0.03 -0.05 -0.477
H -2.985848 5.840558 1.532924 0.02 0.01 -0.01 0.386
H 3.686229 -5.535160 -1.409688 0.00 -0.06 0.01 0.459
H -3.541793 5.249170 -0.032657 0.02 -0.02 0.06 0.304
H 5.523008 -1.683609 -1.351325 0.04 0.02 0.00 0.441
C -1.071385 3.994091 -0.606384 0.03 0.01 0.07 -0.863
O -0.928106 3.558769 6.665945 -0.02 0.00 -0.02 -0.505
C -2.659631 5.574475 0.524732 -0.01 -0.01 -0.02 -0.952
H -1.747617 4.141804 2.690407 -0.01 0.02 0.01 0.335
C 0.245508 1.946857 5.385670 -0.01 0.03 0.02 0.417
H -2.388899 -4.738841 1.400725 -0.01 -0.01 0.04 0.451
H 1.684526 -0.638794 3.765507 0.02 0.00 0.00 0.446
Tl 1.654448 0.385829 0.633058 0.05 0.06 -0.01 1.296
H -1.308878 4.461358 -1.550785 -0.01 0.03 -0.05 0.551
C 2.340686 -3.892093 -1.451343 -0.05 0.07 -0.02 -1.177
H 0.961245 2.851739 7.161321 -0.05 -0.05 -0.01 0.333
C -1.081247 -3.509548 0.231516 -0.01 0.00 -0.01 -0.808
H -2.491389 0.885147 -0.554085 -0.02 0.02 0.02 0.405
H -1.130461 3.890038 7.547151 0.02 0.00 -0.03 0.321
H -0.705577 3.561259 4.380750 -0.02 0.04 -0.01 0.473
C -0.001034 2.503646 6.760191 0.07 0.00 0.03 -0.582
H 0.679224 0.572550 -5.456579 0.01 0.00 -0.03 0.494
C -2.048240 -4.482059 0.408665 0.01 0.02 -0.01 -0.727
H -3.336360 -5.876224 -0.584849 -0.03 -0.03 0.00 0.418
C -0.364393 2.792473 1.748287 -0.02 0.00 0.00 0.388
H 1.488283 -1.088100 -3.842940 0.04 -0.01 0.01 0.501
C 0.645978 -0.458828 -3.582655 0.01 0.00 -0.02 -0.521
C 4.645090 -2.314462 -1.380218 -0.08 0.02 0.00 -0.989
H 1.272712 0.171727 6.060467 0.02 -0.03 0.04 0.455
C -2.128700 -4.792726 -1.976423 0.03 0.00 0.01 -0.805
```
Forces are in eV/Å.

Its net charge is +2. The calculation puts the frontier orbital gap at 6.01 eV.



No. 3
Density functional theory data (ωB97M-V/def2-TZVPD) for a single C33H32N2O4S3 molecule in a non-equilibrium geometry.

Structure (XYZ):
```
74
Properties=species:S:1:pos:R:3:forces:R:3:mulliken_charge:R:1
C 0.329503 4.534979 0.274414 -0.41 0.02 -0.30 0.225
H -4.747978 -5.136413 -2.924189 0.25 0.25 0.12 0.370
C -3.409286 -1.980806 -2.643462 0.33 -0.30 0.00 -0.337
H 0.247086 3.288266 2.770644 -0.25 -0.03 0.31 0.633
H 0.003985 -1.248460 0.070265 -0.75 1.96 -0.56 0.100
O 2.616199 -0.774085 -3.300992 -0.36 -0.03 0.64 -0.731
C 2.170658 -4.841127 -4.631525 0.16 0.48 0.16 -0.578
H -0.872169 -3.673092 -4.180383 -0.26 -0.03 0.35 0.423
C -1.828035 -3.513759 -3.673467 -0.08 -0.10 0.41 -0.530
C 0.156425 6.957215 0.276035 0.24 -0.85 0.27 -0.724
O 2.391817 -1.546712 -0.918459 0.08 0.18 0.02 -0.721
C 1.279514 -5.521574 -2.498666 0.16 0.36 0.39 -0.610
H 3.627508 2.519196 3.752340 -0.36 -0.06 0.31 0.357
S -0.854254 -0.921099 -3.405005 -0.07 -0.41 0.41 1.111
H 3.149352 -0.297047 3.199415 -0.33 -0.02 0.43 0.341
H -1.933081 -1.897950 4.789460 0.16 0.45 -0.13 0.382
N 0.578476 3.230593 0.744909 -0.39 -0.26 -0.76 0.340
H 1.664630 -6.876624 -4.130019 -0.11 0.09 -0.01 0.390
H -0.852746 5.614387 -2.682465 0.03 0.43 0.05 0.413
H -0.318773 -1.731397 2.919592 -0.14 0.44 0.22 0.467
C 0.250813 -0.801202 -1.998661 0.02 0.20 -1.32 -0.365
C -1.797236 -0.934165 4.286376 -0.06 0.00 -0.71 -0.919
C 0.263229 2.208102 -0.110234 -0.25 -0.92 -0.36 0.670
C -1.552179 1.432848 2.818322 -0.85 -0.14 0.61 -0.029
C -4.335344 -3.038617 -2.541533 0.31 0.50 -0.14 -0.450
C -2.145241 -2.238299 -3.208464 0.21 0.17 0.32 0.410
C -2.731262 -4.566196 -3.476473 0.08 0.22 -0.33 -0.495
H 2.647638 -2.722039 -4.818369 -0.32 -0.29 0.23 0.414
H 2.711087 -0.220774 4.952887 -0.09 -0.05 -0.43 0.471
H 3.049625 2.023741 5.376146 -0.20 0.15 -0.53 0.431
S -0.369177 2.849509 -1.623947 0.38 -0.22 0.41 -0.101
H -1.234683 -0.052205 -0.828495 -0.22 -0.46 0.75 0.615
H -2.390853 -5.571252 -3.722884 -0.32 0.17 -0.16 0.378
C -0.198041 -0.336559 -0.615261 0.33 -1.68 -1.21 -1.025
H -3.220206 0.107625 5.539570 0.11 0.07 -0.66 0.390
H 0.795683 1.397686 4.252892 0.47 -0.18 -0.11 0.079
H -5.305430 -2.833363 -2.095891 0.07 -0.06 -0.17 0.359
H 2.440202 1.488571 1.707194 0.01 0.03 -0.06 0.698
C 1.042312 3.024193 2.083152 0.10 -0.02 0.15 -2.472
H 1.036260 -0.398492 1.592007 0.36 0.12 0.11 0.815
H 1.144185 -3.948543 -0.989209 -0.09 -0.14 -0.36 0.347
C -2.463927 1.348612 3.904482 -0.13 -0.08 -0.59 -0.906
C -0.472733 5.711905 -1.669375 -0.04 -1.04 -0.52 -0.479
C 1.691720 -5.846944 -3.790438 -0.05 0.44 0.10 -0.419
C 1.385109 -4.201024 -2.025132 -0.21 -0.04 -0.31 -0.287
H -0.469818 7.845701 -1.588164 -0.10 0.15 0.02 0.415
C -0.173741 4.497948 -1.029644 0.11 0.99 0.46 0.531
C 1.485505 1.593615 2.237327 1.35 -0.01 0.83 0.376
H -3.664182 -0.963560 -2.303645 0.16 -0.65 -0.21 0.368
C -4.018092 -4.326733 -2.982279 0.57 0.26 0.22 -0.540
N 0.378305 0.874207 0.176726 -0.56 2.10 -0.08 0.778
H 2.220835 3.341342 4.512585 0.23 -0.33 -0.08 0.334
H 2.497645 -5.068329 -5.651212 -0.09 0.03 0.43 0.365
O -0.102725 -1.376554 -4.562106 0.02 0.29 0.83 -0.672
C -0.279263 6.938438 -1.041134 -0.02 -0.99 -0.12 -0.686
C -2.591173 0.164554 4.639858 0.77 0.15 0.16 -0.437
H 0.884060 -6.294407 -1.833556 0.24 0.23 -0.21 0.386
C -0.697840 0.368778 2.506903 -0.33 0.10 0.03 0.739
H 1.529959 -0.842561 3.771074 0.48 0.05 0.06 0.163
H -3.132890 2.194948 4.140671 0.56 -0.46 -0.22 0.371
C 1.768159 1.306625 3.724909 0.18 0.39 0.77 0.614
C 0.556567 0.579805 1.605328 -0.66 -1.11 0.46 -1.422
H -1.572195 2.332548 2.197273 0.14 -0.20 0.30 0.463
C 2.245361 -3.513907 -4.178970 -0.21 0.17 0.13 -0.186
H 1.849739 3.732708 2.266836 0.18 -0.21 -0.02 0.926
C 2.332226 -0.108506 3.924123 -0.08 0.18 -0.09 -1.280
C 0.457792 5.761652 0.962650 0.01 0.15 0.02 -0.567
S 1.858170 -1.459936 -2.274116 -0.29 -0.24 -0.07 1.483
C 1.810335 -3.182406 -2.883775 -0.04 -0.45 -0.08 -0.128
H 0.765852 5.833018 2.022192 -0.12 -0.27 -0.80 0.363
C -0.887161 -0.839851 3.218202 -0.05 0.22 -0.10 -0.286
O -1.683954 0.259382 -3.521825 0.14 0.53 0.44 -0.708
H 0.268113 7.915071 0.760391 0.07 -0.05 0.25 0.383
C 2.724059 2.368804 4.376242 -0.20 -0.32 -0.36 -1.593
```
Forces are in eV/Å.

Its net charge is 0. The calculation puts the frontier orbital gap at 7.37 eV.



Values for E, Ha, ordered as above
-5743.3595; -2050.0134; -2881.6417